{
  "formula": "C27H30BrCl2N6O6SV",
  "method": "ωB97M-V/def2-TZVPD",
  "s2": 3.80,
  "homo_lumo_gap_ev": [5.16, 7.38],
  "multiplicity": 4,
  "homo_energy_ha": [-0.107, -0.197],
  "fmax_ev_per_a": 4.0,
  "charge": -1,
  "e_above_lowest_kcal_mol": 56.7,
  "elements": ["Br", "V", "Cl", "Cl", "S", "O", "O", "O", "O", "O", "O", "N", "N", "N", "N", "N", "N", "C", "C", "C", "C", "C", "C", "C", "C", "C", "C", "C", "C", "C", "C", "C", "C", "C", "C", "C", "C", "C", "C", "C", "C", "C", "C", "C", "H", "H", "H", "H", "H", "H", "H", "H", "H", "H", "H", "H", "H", "H", "H", "H", "H", "H", "H", "H", "H", "H", "H", "H", "H", "H", "H", "H", "H", "H"],
  "xyz": [[-7.34, 1.94, 1.40], [-0.40, 1.11, 0.28], [5.46, 0.82, -2.47], [3.18, 0.19, -0.77], [0.89, 2.50, -1.27], [-0.35, 3.24, -1.45], [-1.40, 2.35, 1.02], [1.47, 2.74, 0.05], [1.83, 2.74, -2.35], [-4.11, -3.17, -0.38], [0.51, 1.00, -1.26], [1.39, 0.52, 1.92], [-6.01, -2.07, -0.88], [-1.94, 0.40, -0.81], [-1.15, -0.07, 1.73], [1.50, -2.50, 0.00], [-0.62, -2.00, -2.06], [-2.45, -0.01, 1.99], [-4.66, -2.15, -0.76], [-4.68, 1.01, 1.73], [-0.37, -1.00, 2.36], [4.16, 1.47, -1.48], [1.40, -2.58, 3.90], [0.69, -4.69, -0.68], [-3.50, 3.38, 0.86], [-2.63, -0.73, -0.64], [-0.85, -3.41, -2.29], [3.54, 0.29, 2.90], [-4.88, 3.29, 0.94], [-0.79, -2.21, 2.93], [2.61, 0.97, 2.12], [-2.68, 2.29, 1.15], [0.10, -2.99, 3.66], [-4.47, 0.07, -1.96], [-3.28, 1.06, 1.62], [1.85, -3.90, -0.08], [-3.92, -0.92, -1.14], [0.38, -4.32, -2.14], [-3.70, 1.18, -2.23], [1.87, -1.39, 3.33], [3.18, -0.90, 3.50], [-5.44, 2.09, 1.37], [1.00, -0.61, 2.52], [-2.46, 1.32, -1.63], [-6.48, -1.19, -0.99], [4.61, 2.05, -0.67], [2.32, -1.93, 0.19], [-1.62, -3.74, -1.58], [2.84, 1.91, 1.64], [-1.84, 2.20, -1.81], [-5.51, 4.12, 0.66], [-0.11, -1.58, -2.83], [2.10, -4.34, 0.91], [-1.26, -3.53, -3.30], [3.88, -1.48, 4.09], [2.73, -4.00, -0.72], [-2.90, -0.79, 2.61], [1.25, -3.82, -2.59], [0.21, -5.24, -2.71], [-4.06, 1.96, -2.90], [-6.56, -2.86, -0.59], [0.83, -2.34, 0.74], [-3.02, 4.29, 0.52], [0.94, -5.76, -0.62], [-5.16, 0.10, 2.07], [-5.44, -0.04, -2.42], [-0.02, -1.88, -1.24], [3.48, 2.08, -2.10], [2.05, -3.17, 4.53], [-0.25, -3.93, 4.07], [-2.18, -1.53, -0.07], [-0.20, -4.52, -0.07], [4.54, 0.68, 3.01], [-1.80, -2.56, 2.79]],
  "lowdin_charge": [0.66, 0.94, 0.49, 0.66, 0.26, -0.33, -0.15, -0.35, -0.34, 0.05, -0.49, 0.10, 0.17, -0.01, -0.05, 0.02, 0.01, -0.11, -0.50, -0.10, -0.23, -0.99, -0.07, -0.21, 0.00, -0.07, -0.28, -0.05, -0.15, -0.04, -0.16, -0.34, -0.10, 0.00, -0.16, -0.28, -0.11, -0.20, -0.02, -0.17, -0.01, -0.71, -0.19, -0.07, 0.09, 0.04, 0.01, 0.09, 0.09, 0.09, 0.09, 0.08, 0.10, 0.10, 0.11, 0.11, 0.12, 0.11, 0.09, 0.11, 0.11, 0.05, 0.12, 0.10, 0.10, 0.11, 0.03, -0.01, 0.10, 0.10, 0.12, 0.10, 0.10, 0.10]
}